(1)
{"formula": "C5H9NO2", "method": "wB97M-V/def2-TZVPD", "smiles": "CNCC(=O)CC=O", "e_tot_ev": -10911.0202, "mol_weight_g_mol": 115.13, "de_lowest_ev": 5.5555, "symbols": ["C", "N", "C", "C", "O", "C", "C", "O", "H", "H", "H", "H", "H", "H", "H", "H", "H"], "coordinates": [[-1.2037, -2.3457, -0.2055], [-0.8944, -0.8625, -0.2725], [0.6682, -0.6832, -0.3555], [1.2815, 0.6961, 0.2277], [2.1643, 1.1478, -0.6135], [0.6043, 1.7784, 1.0513], [-0.1636, 2.2984, 0.0067], [-0.1107, 1.9206, -1.2153], [-0.6232, -2.6297, 0.8244], [-1.2359, -3.0053, -1.1069], [-2.2433, -2.6148, -0.0326], [-1.1851, -0.3892, -1.0632], [1.0386, -1.3836, 0.3780], [1.0745, -0.7926, -1.5114], [1.4827, 2.2670, 1.5344], [-0.0213, 1.3597, 2.0733], [-0.6330, 3.2386, 0.2805]]}

(2)
{"formula": "C5H9NO2S", "method": "wB97M-V/def2-TZVPD", "e_tot_ev": -21749.1942, "mol_weight_g_mol": 147.20, "de_lowest_ev": 2.4669, "symbols": ["C", "C", "C", "C", "C", "N", "O", "O", "S", "H", "H", "H", "H", "H", "H", "H", "H", "H"], "coordinates": [[-2.5659, 0.1165, 0.5073], [-1.7375, -1.1640, 0.4248], [-1.9123, 1.1569, -0.3712], [3.0624, 0.5372, 0.1943], [-0.6750, 0.9768, -0.8198], [3.1456, -0.7081, -0.3096], [0.5145, -1.3523, -0.9946], [2.0103, 1.1334, 0.2486], [-0.0121, -0.4452, 0.0675], [-3.7223, 0.0675, 0.4114], [-2.3352, 0.5431, 1.4666], [-1.6404, -1.5987, 1.4691], [-1.8123, -1.9830, -0.3010], [-2.4777, 2.1935, -0.4663], [3.8916, 1.0478, 0.6165], [-0.0521, 1.8184, -1.1593], [3.9934, -1.1655, -0.3332], [2.3250, -1.1741, -0.6512]]}

(3)
{"formula": "C5H9NO4", "method": "wB97M-V/def2-TZVPD", "smiles": "N[C@@H](CCC(=O)O)C(=O)O", "e_tot_ev": -15008.7817, "mol_weight_g_mol": 147.13, "de_lowest_ev": 3.4623, "symbols": ["N", "C", "C", "C", "C", "O", "O", "C", "O", "O", "H", "H", "H", "H", "H", "H", "H", "H", "H"], "coordinates": [[1.3958, 1.7353, -0.3670], [1.2358, 0.4527, 0.5724], [-0.3212, 0.1164, 0.6400], [-1.1818, -0.2333, -0.5567], [-2.5801, -0.2713, -0.0059], [-3.0437, -0.1016, 1.2199], [-3.5718, -0.5515, -0.8618], [2.0266, -0.7604, 0.2669], [1.4495, -1.8337, 0.5284], [3.0596, -0.6893, -0.5310], [1.2298, 2.5416, 0.2211], [2.4131, 1.5852, -0.6440], [1.4206, 0.8161, 1.7463], [-1.0378, 0.7978, 1.0927], [-0.5648, -0.7363, 1.3241], [-0.9618, -1.1778, -1.1403], [-1.2575, 0.8905, -1.1459], [-3.1919, -0.9796, -1.6404], [3.4816, -1.6007, -0.7189]]}

(4)
{"formula": "C5H9NO4P", "method": "wB97M-V/def2-TZVPD", "e_tot_ev": -24298.8299, "mol_weight_g_mol": 178.10, "de_lowest_ev": 3.8355, "charge": -1, "symbols": ["C", "C", "C", "C", "C", "N", "O", "O", "O", "O", "P", "H", "H", "H", "H", "H", "H", "H", "H", "H"], "coordinates": [[1.2448, -0.4055, -0.3079], [-0.9964, -1.8322, 0.7214], [-0.2325, -2.1155, -0.5974], [1.3259, 1.9495, 0.4536], [1.8812, 0.7255, -0.3163], [-1.1154, -0.4918, 0.9959], [-0.9007, 0.8421, -1.3888], [-3.0199, -0.7039, -0.8348], [-2.5594, 1.6158, 0.3040], [1.1299, -1.6463, -0.4364], [-1.9539, 0.2394, -0.3769], [-1.9441, -2.3558, 0.7038], [-0.2560, -2.3877, 1.5307], [-0.0262, -3.1325, -0.9557], [-0.7326, -1.4975, -1.2923], [2.0784, 2.1079, 1.1995], [0.3506, 1.5624, 0.8493], [1.1386, 2.8645, -0.1090], [2.6640, 1.0465, -0.9597], [-3.2027, 1.4666, 0.9422]]}

(5)
{"formula": "C5H9NOS", "method": "wB97M-V/def2-TZVPD", "smiles": "S[C@]12CNC[C@H]1OC2", "e_tot_ev": -19701.1315, "mol_weight_g_mol": 131.20, "de_lowest_ev": 3.1718, "symbols": ["S", "C", "C", "N", "C", "C", "O", "C", "H", "H", "H", "H", "H", "H", "H", "H", "H"], "coordinates": [[2.2081, -0.3474, -0.6761], [0.7378, 0.3155, -0.0411], [0.1543, -0.7919, 0.8914], [-0.5038, -1.5900, 0.0083], [-1.4496, -0.7108, -0.8221], [-0.5202, 0.5213, -0.9191], [-0.8042, 1.6927, -0.2546], [0.5311, 1.8095, 0.2867], [2.7277, -0.2356, 0.5449], [0.9280, -1.4335, 1.4162], [-0.3463, -0.1918, 1.7191], [-1.0347, -2.3652, 0.5694], [-2.3360, -0.4741, -0.2601], [-1.6508, -1.2901, -1.7616], [-0.2283, 0.5947, -1.9771], [1.1426, 2.5853, -0.1040], [0.4443, 1.9113, 1.3800]]}

(6)
{"formula": "C5H9NOS", "method": "wB97M-V/def2-TZVPD", "e_tot_ev": -19699.9152, "mol_weight_g_mol": 131.20, "de_lowest_ev": 4.3882, "symbols": ["C", "C", "C", "C", "C", "N", "O", "S", "H", "H", "H", "H", "H", "H", "H", "H", "H"], "coordinates": [[1.6027, 0.0229, 0.0016], [-0.5906, -0.0341, -1.0091], [-0.5021, 1.4155, -0.4169], [-0.8879, 1.3905, 1.0907], [0.6019, -2.1119, 0.0634], [0.5557, -0.7224, -0.2797], [0.6827, 1.9881, -0.7374], [3.1332, 0.0623, 0.4430], [-1.5944, -0.4461, -0.8433], [-0.4211, -0.2144, -2.1071], [-1.2538, 2.1669, -0.8581], [-1.9093, 1.1344, 1.1406], [-0.8077, 2.3800, 1.4915], [-0.3350, 0.6629, 1.6872], [1.5306, -2.4894, 0.5962], [-0.3468, -2.5983, 0.6573], [0.5418, -2.6069, -0.9199]]}

(7)
{"formula": "C5H9NOS", "method": "wB97M-V/def2-TZVPD", "smiles": "CN1CC[C@H](O)C1=S", "e_tot_ev": -19703.6676, "mol_weight_g_mol": 131.20, "de_lowest_ev": 0.6358, "symbols": ["C", "N", "C", "C", "C", "O", "C", "S", "H", "H", "H", "H", "H", "H", "H", "H", "H"], "coordinates": [[1.2209, 1.9465, 0.3936], [0.1571, 1.0384, -0.0109], [-1.2622, 1.4109, -0.0021], [-1.9547, 0.1439, -0.6076], [-0.9872, -0.9545, -0.2916], [-1.3196, -1.5455, 0.9459], [0.3710, -0.2624, -0.1751], [1.8877, -0.9812, -0.2307], [1.2578, 2.0023, 1.4774], [2.2155, 1.6176, 0.0746], [1.0041, 2.9773, 0.0168], [-1.6420, 1.6830, 1.0147], [-1.4076, 2.3263, -0.6571], [-2.9788, -0.0100, -0.1941], [-2.0666, 0.2686, -1.6560], [-0.9324, -1.7555, -1.0176], [-0.5233, -2.0211, 1.2365]]}

(8)
{"formula": "C5H9NOS", "method": "wB97M-V/def2-TZVPD", "smiles": "[H]/N=C1\\SCCO[C@@H]1C", "e_tot_ev": -19701.5159, "mol_weight_g_mol": 131.20, "de_lowest_ev": 2.7875, "symbols": ["H", "N", "C", "S", "C", "C", "O", "C", "C", "H", "H", "H", "H", "H", "H", "H", "H"], "coordinates": [[-1.3386, 3.0777, 0.3885], [-0.6011, 2.4056, 0.1836], [-0.7639, 1.1566, 0.0259], [-2.1357, 0.1426, -0.2162], [-1.4866, -1.5168, 0.2907], [-0.1568, -1.8403, -0.2643], [0.7852, -0.9099, 0.2172], [0.7393, 0.2962, -0.4045], [1.8507, 1.1519, 0.0742], [-2.4048, -2.1441, 0.1201], [-1.2837, -1.3677, 1.3696], [0.1329, -2.8506, 0.2715], [-0.3167, -1.9499, -1.4166], [0.7194, 0.1047, -1.4805], [1.8259, 0.9825, 1.1327], [1.6942, 2.2991, 0.1043], [2.7406, 0.9624, -0.3961]]}

(9)
{"formula": "C5H9NOS2", "method": "wB97M-V/def2-TZVPD", "e_tot_ev": -30537.7436, "mol_weight_g_mol": 163.27, "de_lowest_ev": 0.1310, "symbols": ["C", "C", "C", "C", "C", "N", "O", "S", "S", "H", "H", "H", "H", "H", "H", "H", "H", "H"], "coordinates": [[1.3580, 0.9410, 1.3575], [-1.1307, 1.2774, 0.5984], [-0.4890, 0.2019, -0.2956], [-1.5794, -0.7766, -0.7506], [1.4243, -1.3362, -0.0909], [0.4658, -0.4714, 0.5217], [0.0437, 0.7827, -1.4687], [2.8670, 0.7661, 1.8160], [0.2049, 2.1655, 1.4673], [-1.6928, 1.9973, 0.0067], [-1.7675, 0.8224, 1.3540], [-2.4243, -0.2166, -1.1401], [-1.8918, -1.3964, 0.0845], [-1.1772, -1.4035, -1.5412], [0.9703, -2.3238, -0.2039], [1.7755, -0.9836, -1.0695], [2.2783, -1.4255, 0.5855], [0.7649, 1.3793, -1.2312]]}

(10)
{"formula": "C5H9NOSe", "method": "wB97M-V/def2-TZVPD", "e_tot_ev": -74212.6878, "mol_weight_g_mol": 178.09, "de_lowest_ev": 1.1811, "symbols": ["C", "C", "C", "C", "C", "N", "O", "Se", "H", "H", "H", "H", "H", "H", "H", "H", "H"], "coordinates": [[0.7416, 1.2464, 0.4999], [2.0617, 0.1898, -1.1786], [0.6561, -0.0807, 0.9232], [-0.2205, -0.4744, 2.0474], [-1.7923, -0.7507, -1.2801], [1.5371, 1.3066, -0.6381], [0.2044, 2.2532, 0.9624], [1.5743, -1.2113, -0.1271], [-0.7372, -0.2842, -1.1361], [2.1894, 0.0851, -2.2341], [-0.4486, -1.5720, 2.0554], [-1.2762, -0.1087, 1.9829], [0.1998, -0.1283, 3.0932], [-2.1534, -1.0982, -0.2646], [-1.7942, -1.6424, -1.9726], [-2.4900, -0.0136, -1.7702], [1.7480, 2.2834, -0.9629]]}